{"formula": "C37H77F3N3O7Y", "method": "ωB97M-V/def2-TZVPD", "species": ["Y", "C", "C", "C", "O", "H", "H", "H", "H", "H", "H", "H", "C", "C", "C", "O", "H", "H", "H", "H", "H", "H", "H", "C", "O", "O", "C", "F", "F", "F", "C", "C", "H", "H", "H", "H", "H", "H", "C", "C", "C", "C", "C", "C", "N", "O", "C", "C", "C", "H", "H", "H", "H", "H", "H", "H", "H", "H", "H", "H", "H", "H", "H", "H", "H", "H", "H", "H", "C", "C", "C", "C", "C", "C", "N", "O", "C", "C", "C", "H", "H", "H", "H", "H", "H", "H", "H", "H", "H", "H", "H", "H", "H", "H", "H", "H", "H", "H", "C", "C", "C", "C", "C", "C", "N", "O", "C", "C", "C", "H", "H", "H", "H", "H", "H", "H", "H", "H", "H", "H", "H", "H", "H", "H", "H", "H", "H", "H"], "coordinates": [[-18.77642, -11.66966, -16.24970], [-16.37505, -11.45551, -10.84224], [-16.08133, -10.23917, -11.76971], [-14.55476, -10.06801, -12.06527], [-16.94624, -10.22714, -12.89429], [-16.17557, -12.43094, -11.28591], [-17.40100, -11.39620, -10.47891], [-15.81852, -11.33920, -9.91227], [-16.27975, -9.34748, -11.17505], [-14.61868, -9.34691, -12.88014], [-14.18542, -10.93245, -12.61701], [-13.91362, -9.84188, -11.21327], [-16.90881, -18.01504, -15.47080], [-16.29828, -16.72680, -14.86436], [-14.70873, -16.78929, -14.72538], [-16.77472, -15.51816, -15.42939], [-16.48005, -18.19101, -16.45737], [-17.95685, -17.72871, -15.55873], [-16.88019, -18.91772, -14.86053], [-16.76979, -16.70881, -13.88179], [-14.57138, -17.69075, -14.12822], [-14.15919, -16.03084, -14.16784], [-14.16443, -16.90844, -15.66220], [-16.24124, -9.01107, -19.02838], [-15.55837, -10.11385, -18.45660], [-17.57961, -9.38595, -18.65094], [-15.53009, -7.57617, -18.79862], [-15.52165, -7.19008, -17.49869], [-14.32867, -7.65646, -19.22273], [-16.14769, -6.63610, -19.49800], [-14.08367, -10.12646, -18.35597], [-13.58090, -11.57881, -18.06925], [-12.61513, -11.68367, -18.56363], [-13.57981, -11.78293, -16.99854], [-14.27154, -12.26233, -18.56312], [-14.03578, -9.57337, -17.41794], [-13.42192, -9.63691, -19.07048], [-16.15179, -9.15733, -20.10481], [-24.28506, -8.69625, -14.78610], [-23.25848, -9.23191, -13.76963], [-23.93517, -9.21134, -12.31680], [-23.37547, -10.01334, -11.13016], [-23.21052, -11.44579, -11.59395], [-23.37408, -11.77264, -13.17133], [-22.86714, -10.63104, -14.02961], [-22.73039, -10.96678, -15.39574], [-22.37653, -12.99682, -13.27173], [-24.86867, -12.06909, -13.57089], [-22.08405, -8.23804, -13.71708], [-25.20895, -9.27443, -14.80123], [-23.85963, -8.69385, -15.78965], [-24.75543, -7.75255, -14.50993], [-23.78497, -8.18371, -11.98591], [-25.00919, -9.21607, -12.50276], [-24.09154, -9.93409, -10.31219], [-22.46875, -9.59822, -10.69013], [-24.02739, -11.98103, -11.10987], [-22.27709, -11.86553, -11.21893], [-22.94122, -13.77242, -12.75439], [-22.35550, -13.38277, -14.29090], [-21.38303, -12.91332, -12.83118], [-25.56350, -11.92891, -12.74285], [-25.21238, -11.32297, -14.28731], [-25.01348, -13.13305, -13.75834], [-21.34292, -8.56550, -12.98799], [-22.44624, -7.22794, -13.52574], [-21.70132, -8.06007, -14.72205], [-23.57091, -10.67720, -15.75805], [-20.14946, -8.57717, -3.96630], [-19.29182, -7.25746, -3.81344], [-18.00771, -7.87822, -3.11185], [-16.84733, -6.86725, -3.07075], [-16.56089, -6.45255, -4.46858], [-17.73211, -5.69752, -5.24296], [-18.94206, -6.61730, -5.10947], [-20.09594, -6.26138, -5.83178], [-17.99977, -4.27367, -4.83405], [-17.26802, -5.67371, -6.76405], [-20.03569, -6.35347, -2.83659], [-20.79021, -8.83776, -3.12391], [-19.58861, -9.43914, -4.32760], [-20.83452, -8.39677, -4.79470], [-18.10216, -8.22930, -2.08427], [-17.57118, -8.70823, -3.66740], [-16.03508, -7.36487, -2.54092], [-17.02487, -5.98592, -2.45443], [-16.15689, -7.20222, -5.14893], [-15.75165, -5.74274, -4.29714], [-17.00273, -3.85202, -4.70671], [-18.50871, -3.68005, -5.59346], [-18.58603, -4.21133, -3.91725], [-16.20514, -5.90809, -6.82264], [-17.63868, -6.49731, -7.37430], [-17.52795, -4.75620, -7.29199], [-20.69999, -6.87061, -2.14422], [-20.78005, -5.66801, -3.24179], [-19.43749, -5.55319, -2.40093], [-20.02888, -6.91293, -6.53362], [-10.16228, -0.88422, -9.40879], [-9.76895, -1.56407, -10.63051], [-9.42579, -3.10809, -10.37437], [-10.59944, -3.87110, -10.02922], [-11.56786, -3.74905, -11.22993], [-11.95948, -2.34757, -11.67439], [-10.75180, -1.47097, -11.73644], [-11.05983, -0.08303, -11.97652], [-12.73932, -2.41682, -12.95102], [-13.05066, -1.84562, -10.65449], [-8.48498, -0.93288, -11.10167], [-9.64749, -1.18111, -8.49504], [-9.93712, 0.17013, -9.24835], [-11.23442, -0.73470, -9.28125], [-8.89774, -3.42177, -11.27485], [-8.68238, -3.16877, -9.57952], [-10.16912, -4.86086, -9.87657], [-11.09419, -3.52172, -9.12299], [-12.38288, -4.42282, -10.96555], [-11.07521, -4.21201, -12.08496], [-13.31905, -3.33902, -12.99057], [-11.95151, -2.51689, -13.69762], [-13.21937, -1.47087, -13.20171], [-13.21893, -0.77141, -10.73105], [-12.79817, -2.20374, -9.65645], [-14.05975, -2.21106, -10.84496], [-8.02288, -1.57517, -11.85135], [-8.62291, 0.11063, -11.38481], [-7.88277, -0.83455, -10.19846], [-10.98578, -0.08887, -12.93364]], "forces_ev_per_angstrom": [[1.56, 1.29, -0.54], [-0.25, 0.98, 0.44], [-0.09, -1.78, -0.72], [-1.50, -0.55, -1.69], [1.12, 0.23, 1.08], [0.05, 0.17, -0.17], [-0.28, -0.21, -0.42], [0.51, -0.17, -0.06], [-0.71, 0.49, 0.18], [0.75, 0.75, 0.40], [0.13, -0.46, 0.40], [-0.25, 0.24, -0.16], [-0.34, 0.99, -0.36], [1.35, 1.88, -1.04], [-1.17, -0.85, 0.46], [0.25, -1.46, 0.65], [-0.09, -0.15, -0.03], [-0.13, -0.32, -0.38], [0.44, 0.19, 0.15], [0.15, 0.14, 0.90], [0.39, -0.33, -0.11], [-0.73, 0.53, 0.00], [-0.42, -0.10, -0.24], [-2.31, -2.33, 0.82], [2.50, -0.34, -0.56], [1.08, 1.71, 0.05], [-3.75, -1.99, 1.82], [0.13, 0.01, -0.21], [2.85, 0.36, -0.92], [-0.51, 0.58, -0.32], [-0.67, -0.63, 2.35], [-0.96, 1.12, -0.87], [0.14, -0.24, 0.48], [0.27, -0.11, -0.18], [0.02, -0.16, 0.04], [1.12, 0.26, 0.00], [-0.87, -0.11, -0.57], [-0.12, 0.45, -0.54], [-0.66, -0.57, 0.29], [-0.80, -0.06, 1.66], [0.60, 2.09, -0.50], [-0.59, -0.01, -1.24], [-0.63, -0.40, -0.48], [1.19, 1.00, 0.66], [1.51, -0.22, 1.82], [-0.10, 0.15, 0.51], [-2.28, -0.11, -1.02], [0.68, -0.20, 1.30], [-0.32, -0.23, -0.88], [0.11, -0.74, -0.15], [-0.11, 0.48, -0.02], [0.89, 0.51, -0.04], [-0.16, 0.37, -0.24], [-0.17, -0.91, 0.51], [-0.17, -0.12, -0.05], [0.22, 0.16, -0.59], [0.15, -0.54, -0.14], [-0.05, 0.01, -0.16], [0.34, -0.28, 0.37], [0.35, 0.16, -0.23], [-0.22, 0.49, -0.11], [0.26, 0.29, 0.44], [0.06, -0.76, -0.55], [-0.04, 0.15, -0.99], [0.16, 0.22, -0.24], [-0.22, -0.11, 0.71], [0.69, -0.64, -0.08], [-0.33, -0.25, -0.70], [-0.57, 1.02, -1.97], [0.24, -1.96, 1.40], [1.02, 1.96, -0.11], [-1.16, -1.10, 0.50], [0.34, 1.98, -0.51], [-0.67, -2.07, -1.16], [1.68, -1.31, 0.92], [0.40, 0.39, 0.07], [0.36, 0.22, 0.53], [-0.13, -0.68, 0.49], [-0.86, 1.43, -0.05], [0.48, 0.14, 0.22], [0.34, 0.07, 0.41], [-0.43, 0.06, 0.00], [-1.08, -0.05, -0.05], [-0.53, -0.16, -0.33], [0.49, 0.01, -0.44], [-0.47, 0.13, 0.00], [-0.26, -0.42, 0.35], [0.21, 0.45, -0.87], [-0.11, 0.51, 0.27], [-0.10, -0.27, -0.06], [0.26, 0.10, 0.10], [0.26, 0.76, 0.11], [-0.67, -0.14, 0.31], [0.21, 0.03, 0.19], [0.82, -0.27, 0.55], [-0.21, -0.32, -1.29], [0.61, -0.64, 0.75], [-0.44, 0.13, -0.34], [-1.48, 2.23, 2.92], [0.94, -1.28, -1.55], [1.42, 3.49, -0.19], [-1.08, -0.52, -0.90], [1.08, -1.47, 0.25], [-2.11, 1.07, 2.78], [0.09, -1.24, -0.23], [-0.40, -1.02, 0.17], [2.05, 0.05, -1.49], [0.23, 0.00, 0.28], [0.36, 0.29, 0.44], [-0.40, -1.11, 0.08], [0.70, 0.57, -1.35], [-0.14, -1.05, 0.37], [-0.35, -0.47, -0.16], [0.16, 0.37, 0.13], [-1.03, -0.58, 0.05], [0.20, -0.03, 0.18], [-0.72, 0.55, -0.48], [0.17, -0.22, -0.14], [-0.46, 0.49, 0.03], [-0.07, -0.26, -0.67], [-0.57, -0.31, 0.25], [0.58, 0.18, 0.36], [-0.09, 0.58, 0.22], [0.15, -0.64, -0.40], [0.27, 0.47, -0.12], [-0.15, -0.21, -0.57], [0.57, -0.38, -0.13], [0.05, 0.46, -0.15]], "lowdin_charge": [1.570, -0.078, -0.562, -0.070, -0.218, 0.071, 0.060, 0.064, 0.129, 0.066, 0.066, 0.073, -0.073, -0.543, -0.060, -0.200, 0.074, 0.066, 0.071, 0.126, 0.058, 0.060, 0.065, -0.399, -0.165, -0.323, -0.627, 0.127, 0.178, 0.155, -0.224, -0.062, 0.065, 0.067, 0.067, 0.106, 0.107, 0.139, -0.048, -0.489, -0.124, -0.170, -0.131, -0.402, -0.130, -0.076, -0.052, -0.007, -0.035, 0.070, 0.085, 0.096, 0.105, 0.110, 0.109, 0.109, 0.109, 0.100, 0.079, 0.062, 0.074, 0.074, 0.061, 0.079, 0.089, 0.083, 0.076, 0.065, -0.041, -0.449, -0.136, -0.213, -0.151, -0.430, -0.118, -0.013, -0.036, -0.027, -0.051, 0.078, 0.073, 0.064, 0.119, 0.109, 0.112, 0.110, 0.115, 0.113, 0.089, 0.081, 0.071, 0.067, 0.073, 0.073, 0.077, 0.078, 0.067, 0.095, -0.066, -0.530, -0.163, -0.198, -0.134, -0.512, -0.066, -0.012, -0.055, -0.046, -0.045, 0.098, 0.087, 0.076, 0.119, 0.123, 0.120, 0.114, 0.124, 0.121, 0.096, 0.084, 0.088, 0.079, 0.065, 0.077, 0.086, 0.085, 0.086, 0.100], "mol_weight_da": 821.9, "homo_lumo_gap_ev": 2.70, "homo_ha": -0.269, "charge": 0, "fmax_ev_per_a": 4.618}